Entry 1:
Molecular formula: C26H51Cl18N3O3P3S
Method: DFT, the ωB97M-V functional and the def2-TZVPD basis

Geometry as XYZ:
```
105
Properties=species:S:1:pos:R:3:forces:R:3
C -1.230 -2.561 2.596 0.5 -1.1 -0.2
S -4.294 -1.359 0.732 0.2 0.0 0.0
C -3.359 -0.349 5.550 0.7 0.1 0.1
H 9.133 5.834 -0.347 -0.1 0.0 0.0
P -1.559 -4.394 2.145 -0.2 -0.6 0.6
H 5.852 2.111 -2.539 0.0 0.1 0.0
C 1.239 5.112 -4.749 0.0 0.0 0.1
H -4.734 -3.518 3.054 0.1 0.1 0.1
C 2.279 7.794 -7.116 -0.1 0.1 0.0
H 1.570 -5.712 4.686 0.1 0.2 0.3
H -4.349 3.163 2.636 0.0 0.1 0.1
H -4.879 1.480 2.847 -0.1 0.1 0.2
H 1.333 7.514 -7.562 0.0 0.0 0.0
C -2.302 -0.196 6.639 0.1 -0.1 0.2
H -2.254 -2.455 4.444 -0.1 -0.2 -0.1
H 2.170 -1.316 -2.564 -0.2 0.0 -0.1
C -0.687 -4.706 0.538 -0.3 0.1 0.4
O 0.450 0.633 -1.984 -0.1 -0.1 -0.1
H -4.228 0.234 5.837 -0.2 -0.1 -0.1
H -0.152 -1.333 -1.577 -0.2 0.1 0.1
H -4.966 -5.275 3.052 -0.2 0.1 0.0
H 1.524 6.047 -4.281 0.0 0.0 0.1
C 0.575 -0.582 -1.254 0.6 0.3 0.1
H 0.554 0.447 -4.290 0.0 -0.1 0.0
H -0.230 0.631 0.359 -0.3 -0.2 0.2
H 9.641 4.545 -1.462 0.0 -0.1 0.0
Cl 3.012 9.069 -8.087 0.0 0.0 0.0
C -1.244 2.513 3.486 0.2 -0.1 -0.8
Cl -6.886 -1.910 4.036 0.0 0.1 0.0
C 1.164 -4.747 4.473 0.1 -1.0 -0.3
H -0.210 -5.677 0.646 0.1 0.0 0.0
Cl 2.611 -2.788 -5.082 0.1 -0.1 0.0
C -4.225 -4.478 3.039 0.2 -0.3 -0.3
N -1.783 -0.350 2.219 0.9 0.6 0.3
H -0.821 1.945 2.655 0.0 -0.1 0.1
Cl -8.497 -4.333 3.642 -0.1 0.1 0.4
C 8.852 4.894 -0.806 0.0 0.0 0.0
Cl 8.607 3.691 0.469 0.0 0.0 0.0
Cl 9.922 5.967 -4.735 -0.1 0.0 0.0
Cl 5.048 3.433 -4.305 0.0 0.1 0.0
H -1.294 -0.594 6.392 0.0 0.0 -0.2
P -2.860 1.919 4.093 -0.5 0.7 1.0
O -2.508 0.299 7.703 -0.2 0.1 0.1
Cl 7.391 5.146 -1.763 -0.1 0.1 0.0
H 2.673 -0.350 -1.169 0.2 -0.1 0.0
H 10.221 3.819 -3.831 0.0 0.0 0.0
H -3.741 -4.051 0.951 -0.1 0.0 0.0
H -8.236 -5.494 0.202 0.0 0.0 -0.1
H -9.025 -2.408 4.881 0.1 0.0 0.0
H 2.125 -2.034 -0.957 0.1 0.0 0.1
Cl -6.649 -3.846 -0.361 0.0 0.0 0.0
C 0.118 -2.554 3.437 0.1 -0.1 -0.2
P -2.486 -1.720 0.091 -1.2 0.2 0.3
N -2.270 -2.065 3.513 0.2 0.7 0.3
N -2.794 0.144 4.283 -0.1 -0.1 -0.5
Cl 0.322 0.241 -6.625 0.0 0.0 0.0
H -0.393 1.053 -1.779 0.0 0.0 -0.1
C -1.188 -1.465 1.484 -0.9 -0.4 0.3
C 3.364 -4.174 -4.290 0.1 0.0 -0.1
C -7.283 -5.180 0.612 0.0 0.1 0.1
H -2.315 -2.985 -0.480 0.4 0.1 -0.1
H -0.492 2.502 4.272 -0.2 -0.1 0.3
Cl 3.309 6.352 -7.035 0.1 0.1 -0.1
Cl -0.249 5.364 -5.667 0.0 0.0 0.0
C 10.608 4.338 -4.700 0.0 0.0 0.0
C 1.974 -1.110 -1.515 -0.1 0.0 0.1
Cl 7.750 2.396 -3.885 0.1 -0.2 -0.1
H -2.028 4.554 3.687 0.0 0.1 0.1
H -9.043 -2.106 3.125 0.1 0.0 -0.1
C 0.447 -0.220 0.237 0.1 -0.1 -0.4
C 0.590 -3.836 3.956 -0.1 0.6 0.0
H 0.940 -2.131 2.866 -0.1 0.1 -0.1
Cl -6.191 -6.574 0.624 0.0 0.0 0.0
H 2.130 8.168 -6.110 0.1 0.0 0.0
H -7.401 -4.813 1.629 0.2 -0.2 -0.3
H -3.614 -4.632 3.931 -0.1 0.2 0.2
H 0.914 1.964 -5.132 0.0 0.0 -0.1
H 0.082 -3.961 0.344 0.0 0.0 -0.2
Cl 1.032 3.887 -3.484 0.0 0.1 0.2
H -3.415 -5.679 1.474 0.3 -0.1 -0.1
C -8.519 -2.589 3.941 -0.1 0.0 0.0
C -4.019 2.130 2.692 0.5 -0.6 -0.5
H -2.025 3.930 2.042 0.0 0.1 -0.1
C 6.026 2.139 -3.609 -0.1 0.0 0.1
Cl 2.430 -4.705 -2.884 0.0 -0.1 0.1
Cl 12.372 4.368 -4.597 0.0 -0.1 0.0
C -1.466 3.948 2.975 -0.1 -0.1 0.2
H 10.320 3.819 -5.606 0.0 0.1 0.0
Cl 2.768 0.536 -5.044 0.2 0.1 0.0
H -2.178 0.438 1.730 0.0 0.1 0.1
H 2.012 4.778 -5.423 0.0 -0.1 0.0
H 1.426 0.127 0.560 0.0 0.0 0.2
C 1.045 0.892 -5.145 -0.2 -0.1 -0.1
C -3.351 -4.634 1.784 -0.1 0.3 -0.1
H -0.506 4.426 2.801 0.0 0.1 0.0
C -2.314 -0.720 3.402 -0.1 -0.4 -0.6
H 4.355 -3.888 -3.960 0.0 0.0 0.1
H -3.607 1.854 1.717 -0.1 0.1 -0.1
H -3.587 -1.410 5.460 -0.4 0.0 0.0
H -2.200 -0.795 -0.927 0.6 -0.2 0.0
H -1.403 -4.778 -0.278 0.1 0.1 -0.2
H 5.737 1.201 -4.067 0.0 0.0 -0.1
H -0.029 -1.921 4.316 0.0 0.3 -0.1
H 3.424 -4.994 -4.995 -0.1 0.0 0.0
O 0.121 -1.332 1.071 -0.3 0.5 -0.2
```
Positions in Å, forces in eV/Å.

The charge is +1.

=====

Entry 2:
Molecular formula: C26H51Cl3O2P2Si2Sn
Method: DFT, the ωB97M-V functional and the def2-TZVPD basis

Geometry as XYZ:
```
87
Properties=species:S:1:pos:R:3:forces:R:3
H 1.401 4.880 -3.130 -0.1 -0.1 -0.2
C 1.249 -1.331 -2.112 0.3 -0.3 0.1
H -1.183 3.220 -2.109 -0.1 0.0 0.3
H 0.172 3.692 -3.644 0.2 0.0 0.0
H -2.065 -3.537 2.261 0.3 0.1 0.1
H 0.823 4.686 2.110 -0.3 0.1 0.0
P -0.559 2.822 0.162 0.0 0.9 -0.9
C 1.236 0.984 -2.329 0.3 0.4 0.2
C -0.194 -4.432 2.872 -0.2 -0.1 0.2
C 0.073 -0.949 -2.833 -0.1 0.6 0.4
C 3.656 2.708 -1.833 0.2 0.4 0.1
H 3.985 2.180 -0.926 -0.1 0.1 -0.2
C 1.146 -3.305 0.312 0.1 -0.6 0.2
H 3.003 -0.099 -1.510 -0.4 0.0 0.1
C -1.105 2.750 2.938 0.0 0.0 -0.1
H -4.371 -0.015 -0.058 0.1 0.0 0.2
Cl -5.134 0.215 2.157 -0.7 0.1 0.7
H -1.306 3.345 3.841 0.1 -0.2 -0.2
H 1.820 3.035 0.473 -0.2 0.0 -0.2
H 1.152 4.471 -0.320 0.1 -0.2 0.1
H -1.157 -3.512 -1.495 -0.1 0.0 0.3
C -1.645 3.561 -1.170 0.3 -0.1 0.2
H -0.663 -1.641 -3.237 0.0 0.2 0.0
H -0.612 -5.626 -0.266 -0.2 0.2 0.1
H 1.831 3.581 -4.273 -0.2 0.1 0.2
Si 1.796 2.734 -1.985 -0.5 -1.8 -0.4
C -1.615 -3.671 -0.506 0.4 0.1 0.2
H 0.199 -4.247 -2.886 0.2 0.0 0.0
C -3.916 0.086 0.931 1.2 -0.1 -0.6
H 1.841 -4.198 -3.566 -0.2 -0.1 0.2
H -3.073 -2.106 -0.975 0.1 -0.2 0.1
C 0.067 0.463 -2.965 -0.3 -0.5 0.4
H 3.831 0.285 3.447 0.2 -0.3 -0.2
H -3.282 -0.782 1.145 -0.2 0.1 -0.1
C -3.069 3.000 -1.095 0.0 0.0 -0.1
Si 1.826 -2.982 -1.451 -0.5 1.6 -0.5
C 1.113 3.369 -0.307 0.1 0.7 0.2
C -1.640 5.093 -1.145 -0.2 0.1 -0.2
H -0.363 5.720 1.259 0.1 -0.3 0.1
H -1.906 2.000 2.861 0.2 0.1 0.0
C -0.244 4.936 2.019 -0.1 0.2 0.2
Cl 5.097 0.257 1.428 -0.4 -0.2 0.3
C 2.367 0.169 1.895 -0.8 -0.2 -0.5
H -3.669 -3.771 -1.156 0.0 0.2 0.2
H 1.473 -5.298 -2.211 -0.1 0.0 -0.2
H -1.677 -1.300 3.172 0.2 -0.1 0.0
C -3.042 -3.113 -0.538 0.0 -0.1 -0.1
C -0.933 -2.082 3.384 0.0 -0.1 0.0
C 1.986 -0.138 -1.888 -0.4 -0.1 -0.3
C -1.608 -5.171 -0.195 -0.2 -0.1 -0.2
H 1.184 -4.392 0.499 0.1 0.2 0.0
H 4.131 -2.527 -2.201 -0.1 -0.1 0.2
C 3.745 -0.221 2.482 -0.4 0.4 0.0
O 1.444 0.454 2.709 0.8 -0.3 -0.7
H -3.282 0.980 0.962 -0.2 -0.1 -0.1
C 1.265 -4.306 -2.635 0.2 -0.5 0.0
H -2.125 4.005 1.515 0.3 -0.1 0.1
H -0.546 -4.683 3.882 0.2 0.0 -0.2
O 2.195 0.103 0.629 -0.4 0.1 2.1
H 4.061 -3.944 -1.120 0.1 0.2 0.0
H 4.032 3.740 -1.793 0.1 -0.2 0.0
P -0.527 -2.678 0.654 0.0 -1.0 -0.6
C 1.230 3.825 -3.386 0.1 0.5 0.0
H -2.246 -5.680 -0.930 0.1 0.0 0.1
Sn -0.198 0.129 0.648 1.3 -0.1 -0.5
H 0.066 -1.617 3.411 -0.3 -0.1 0.0
H 0.876 -4.190 2.933 -0.3 -0.1 0.0
H 4.096 2.211 -2.710 -0.1 0.1 0.2
H -3.700 3.531 -1.820 0.1 -0.2 0.2
H -3.487 -3.072 0.467 0.0 0.0 -0.2
Cl 3.722 -1.992 2.771 0.1 0.4 0.0
H -1.154 -2.478 4.386 0.1 0.2 -0.2
H -2.025 -5.384 0.798 0.1 0.1 -0.2
C -1.086 3.692 1.720 -0.1 0.3 0.0
H -3.094 1.931 -1.343 0.1 0.2 0.1
H 1.853 -2.840 1.024 -0.3 -0.1 -0.3
H -0.144 2.227 3.071 -0.3 0.2 0.0
H -0.580 5.359 2.976 0.2 0.0 -0.2
H -3.512 3.138 -0.099 0.0 0.0 -0.2
C 3.683 -2.923 -1.279 0.2 -0.3 0.0
H -2.277 5.455 -1.963 0.1 0.0 0.1
C -1.007 -3.236 2.368 -0.1 -0.2 -0.1
H 4.003 -2.300 -0.430 -0.1 -0.1 -0.3
H -0.644 5.528 -1.298 -0.2 -0.2 0.1
H -0.677 1.061 -3.491 0.1 -0.2 0.1
H -2.056 5.488 -0.209 0.1 -0.1 -0.2
H -0.327 -5.328 2.252 0.1 0.3 0.1
```
Positions in Å, forces in eV/Å.

The charge is 0.

=====

| no. | electronic energy (eV) | gap between HOMO and LUMO (eV) |
| --- | --- | --- |
| 1 | -302498.55041 | 8.3 |
| 2 | -109617.79430 | 6.1 |